The following is a quantum chemistry calculation of C10H21F3ILuO2P2 as an isolated structure, from OMol25.

CARTESIAN COORDINATES (ANGSTROEM)
Lu (-0.004, -0.625, -0.811)
I (-0.005, -0.496, -3.748)
P (2.593, -0.074, -0.088)
P (-2.591, -0.024, -0.087)
F (1.090, -0.472, 2.530)
F (-1.090, -0.451, 2.532)
F (-0.019, -2.253, 1.992)
O (0.016, 2.194, 1.200)
O (0.018, 1.880, -5.929)
C (3.398, -0.084, -1.751)
C (-3.470, -1.515, 0.544)
C (3.709, 1.139, 0.724)
C (-3.684, 1.208, 0.727)
C (-0.001, -0.110, -7.310)
C (0.011, 1.290, 0.460)
C (-0.005, -0.883, 1.785)
C (3.452, -1.581, 0.536)
C (-3.401, -0.023, -1.746)
C (0.006, 0.714, -6.072)
H (0.002, 0.575, -8.165)
H (-3.229, 0.948, -2.219)
H (4.756, 0.837, 0.552)
H (3.528, 2.133, 0.300)
H (0.881, -0.754, -7.366)
H (4.474, -0.299, -1.639)
H (4.540, -1.496, 0.370)
H (-3.459, 1.203, 1.797)
H (-3.115, -2.388, -0.006)
H (3.076, -2.447, -0.010)
H (-4.558, -1.410, 0.390)
H (-0.892, -0.743, -7.365)
H (3.241, 0.891, -2.221)
H (-4.736, 0.925, 0.555)
H (-3.484, 2.199, 0.305)
H (-4.480, -0.221, -1.631)
H (3.231, -1.675, 1.598)
H (2.910, -0.871, -2.334)
H (-2.927, -0.819, -2.330)
H (3.484, 1.140, 1.793)
H (-3.241, -1.615, 1.604)

Calculated values
highest occupied orbital energy = -15.73 eV
frontier orbital gap = 7.3 eV
E = -83240.730 eV
energy above the lowest of the compared OMol25 structures with the same formula, charge and spin = 0.000 eV
multiplicity = 1
charge = +2



The following is a quantum chemistry calculation of C10H21F3IO5P2STi as an isolated structure, from OMol25.

CARTESIAN COORDINATES (ANGSTROEM)
I (-0.031, -3.149, -1.441)
Ti (-0.007, -0.716, -0.604)
S (-0.004, -0.493, 2.743)
P (-2.426, -0.144, -0.531)
P (2.423, -0.189, -0.533)
F (-0.015, -1.869, 5.022)
F (1.077, -2.841, 3.372)
F (-1.124, -2.823, 3.373)
O (1.249, 0.151, 3.032)
O (-0.008, -1.084, 1.328)
O (-1.245, 0.171, 3.032)
O (0.018, 1.769, -3.693)
O (0.022, 2.487, -1.008)
C (0.012, 1.313, -0.954)
C (0.002, 0.153, -5.669)
C (-0.017, -2.109, 3.694)
C (-2.955, 1.265, 0.472)
C (2.978, 1.209, 0.471)
C (-3.201, -1.543, 0.326)
C (3.291, -0.027, -2.109)
C (0.009, 0.864, -4.428)
C (-3.292, 0.032, -2.106)
C (3.174, -1.603, 0.321)
H (-2.933, -0.731, -2.807)
H (-0.901, -0.485, -5.703)
H (-2.944, -1.517, 1.394)
H (2.575, 2.142, 0.060)
H (-4.052, 1.315, 0.460)
H (4.366, -0.175, -1.936)
H (-2.534, 2.190, 0.061)
H (0.005, 0.864, -6.515)
H (2.917, -0.783, -2.811)
H (-2.849, -2.486, -0.108)
H (-4.288, -1.448, 0.200)
H (4.262, -1.527, 0.196)
H (-4.370, -0.098, -1.931)
H (-3.096, 1.028, -2.522)
H (-2.596, 1.134, 1.501)
H (2.618, 1.085, 1.500)
H (3.111, 0.973, -2.524)
H (2.916, -1.575, 1.389)
H (0.896, -0.497, -5.706)
H (4.076, 1.239, 0.458)
H (2.805, -2.539, -0.115)

Calculated values
highest occupied orbital energy (alpha / beta) = -14.84 / -15.92 eV
frontier orbital gap (alpha / beta) = 5.3 / 6.4 eV
E = -89714.239 eV
energy above the lowest of the compared OMol25 structures with the same formula, charge and spin = 0.000 eV
multiplicity = 2
charge = +2



The following is a quantum chemistry calculation of C10H21ILaNO3P2 as an isolated structure, from OMol25.

CARTESIAN COORDINATES (ANGSTROEM)
La (-0.008, -0.779, -0.742)
I (-0.039, -3.737, -0.184)
P (2.681, -0.009, 0.332)
P (-2.681, 0.041, 0.337)
O (0.008, 1.198, -2.366)
O (0.026, 2.814, 1.080)
O (-0.014, -1.487, 3.805)
N (-0.002, -0.569, 1.585)
C (0.003, 0.281, -4.649)
C (-3.192, 1.396, 1.449)
C (-4.005, 0.141, -0.922)
C (3.217, 1.335, 1.446)
C (3.228, -1.458, 1.338)
C (-0.008, -1.013, 2.713)
C (0.017, 1.922, 0.360)
C (0.002, 0.281, -3.183)
C (4.006, 0.069, -0.927)
C (-3.253, -1.397, 1.345)
H (-4.293, 1.444, 1.507)
H (2.718, -2.363, 0.980)
H (-2.806, 2.352, 1.075)
H (-3.787, -0.568, -1.733)
H (4.963, -0.210, -0.463)
H (3.775, -0.634, -1.739)
H (4.059, 1.085, -1.342)
H (2.792, 1.160, 2.444)
H (0.881, -0.295, -4.975)
H (0.011, 1.293, -5.087)
H (2.942, -1.295, 2.386)
H (-4.966, -0.121, -0.457)
H (-4.040, 1.156, -1.339)
H (-4.342, -1.497, 1.251)
H (-2.771, 1.215, 2.447)
H (2.850, 2.298, 1.073)
H (-0.883, -0.282, -4.977)
H (-2.759, -2.311, 0.989)
H (4.315, -1.578, 1.243)
H (-2.963, -1.237, 2.393)
H (4.318, 1.361, 1.506)

Calculated values
highest occupied orbital energy (alpha / beta) = -15.38 / -15.35 eV
frontier orbital gap (alpha / beta) = 6.1 / 4.4 eV
E = -45865.485 eV
multiplicity = 1
charge = +2